ORCA calculation (wB97M-V/def2-TZVPD) on a molecular structure, C57H84HgO45 in a non-equilibrium geometry.

Computed properties:
Frontier orbital gap (eV): 7.4563
Multiplicity: 1
Net charge: 0

Each line ends with the Mulliken charge.
Element x y z (Å)
Hg1 0.0270 0.1712 -0.2698  4.120
O1 7.5820 -3.8254 -2.8485  -0.365
O2 -0.0050 -2.0487 4.0674  0.385
O3 -5.6689 3.7238 3.8750  -0.403
O4 1.4677 3.5696 -4.9806  -0.482
O5 1.9361 -0.8560 1.0331  0.050
O6 -2.0032 5.2155 2.0356  -0.247
O7 -7.2079 3.8694 2.2268  -0.457
O8 5.7905 -6.7722 -0.4496  -0.401
O9 -5.3201 -3.0320 -1.0752  -0.464
O10 -5.5790 -5.2305 -0.8688  -0.567
O11 0.1150 1.0126 4.1924  -0.368
O12 2.7913 2.3990 1.8675  0.533
O13 -6.5160 0.3124 -0.2742  -0.456
O14 0.6290 -2.1363 -3.7118  -0.181
O15 -0.6551 -1.7733 0.8514  0.484
O16 -0.5588 -3.7333 5.4092  -0.462
O17 7.2861 -5.1988 0.1633  -0.511
O18 -6.1420 1.9459 2.6313  -0.313
O19 -1.5580 2.0028 -0.7504  0.208
O20 2.8608 4.8519 -3.8130  -0.522
O21 -3.7000 -4.3791 -1.7400  -0.569
O22 -2.6213 -0.3550 -5.7492  -0.441
O23 5.1180 -4.8529 0.4094  0.028
O24 -3.9247 1.2566 -4.9431  -0.313
O25 -7.1833 1.5893 -1.9615  -0.509
O26 -8.7261 0.3937 -0.8834  -0.530
O27 3.5001 3.3674 0.0079  -0.252
O28 5.9481 -5.1804 -3.5358  -0.494
O29 1.3840 -1.2803 -1.7581  -0.743
O30 -1.7744 -3.5282 1.5617  -0.069
O31 0.3120 -3.8143 0.9081  0.269
O32 2.4228 -0.8901 -3.7045  -0.522
O33 5.5368 -3.0229 -3.0900  -0.190
O34 -0.6145 0.8497 -2.4547  -0.326
O35 -2.2835 -0.0812 -1.2492  -0.506
O36 2.9597 -0.2600 2.9184  -0.259
O37 1.9878 1.6933 -0.0814  -0.717
O38 1.5075 -3.6032 4.5162  -0.501
O39 3.7227 -1.9987 1.8060  0.388
O40 -0.1024 2.9171 3.0893  0.310
O41 -4.5635 -0.9064 -4.7879  -0.484
O42 -3.0469 6.1548 0.3338  -0.504
O43 2.7955 5.0571 -6.0318  -0.520
O44 -0.3886 0.9775 2.0218  -0.188
O45 -2.9932 7.2090 2.3213  -0.562
C1 3.3457 -1.5333 -5.7529  -1.641
C2 1.4523 -1.4137 -2.9237  0.360
C3 3.4519 3.5880 2.3348  0.749
C4 6.3120 -4.1452 -3.1875  0.470
C5 4.1707 4.0673 1.0680  -0.553
C6 -2.6058 -5.7680 1.5959  -1.671
C7 -4.9287 -4.3202 -1.1994  0.454
C8 1.5639 4.9250 -1.7772  -1.323
C9 0.4371 -3.1792 4.6655  0.117
C10 2.6705 2.3873 0.4979  -0.497
C11 -2.5511 4.8776 -0.1945  1.986
C12 -5.1313 1.4846 3.5441  0.251
C13 -0.0842 -5.0907 1.4791  -0.589
C14 6.1967 -5.5780 0.0551  0.429
C15 4.3604 -6.8188 -0.5765  -0.555
C16 -1.4852 -4.8549 2.0440  0.589
C17 4.2474 3.2642 3.6038  -1.530
C18 -5.4037 1.2128 -0.5427  1.476
C19 -1.6635 0.9963 -1.6117  -0.506
C20 -0.6767 -2.9148 1.0691  -0.990
C21 -0.9817 4.1100 5.0570  -1.872
C22 7.6021 -2.5771 -2.1502  -0.501
C23 -1.3044 -1.7260 4.5769  0.066
C24 -3.0871 -3.0676 -1.8454  3.067
C25 2.7763 -1.0357 1.8243  -0.587
C26 1.3195 3.1404 -3.5960  2.102
C27 -1.7959 -2.9868 5.2517  0.536
C28 4.5557 -1.9643 2.9826  0.380
C29 0.8830 -1.8875 -5.1193  -0.272
C30 6.2621 -1.9222 -2.4654  0.406
C31 -3.8092 -0.1074 -5.1193  0.564
C32 2.1043 -0.9631 -5.1197  0.704
C33 -4.2237 -2.1387 -1.3723  1.336
C34 -5.3670 3.2972 -2.0121  -1.153
C35 5.4753 -1.4453 -1.2809  -0.382
C36 -5.7560 1.8425 -1.8718  1.442
C37 -1.8218 0.8470 -5.7335  0.431
C38 -4.9883 2.6440 4.5168  0.420
C39 -2.2778 -2.7659 6.6688  -1.619
C40 2.4187 4.5501 -5.0680  0.518
C41 -2.7136 6.3062 1.6322  0.456
C42 6.0149 -2.0259 2.5611  -1.430
C43 -0.1480 1.5814 2.9914  -0.424
C44 -6.4352 3.2536 2.8201  0.647
C45 -7.6233 0.7143 -1.0092  0.521
C46 0.1760 3.3617 4.4383  0.729
C47 0.4429 2.0310 5.1609  -0.666
C48 -2.8571 1.9559 -5.6622  0.030
C49 3.0618 -4.5727 -0.6148  -0.477
C50 4.1160 -0.6611 3.6417  -0.614
C51 2.2470 4.0310 -2.7929  1.234
C52 -2.6628 -2.8510 -3.2590  -1.365
C53 -3.8818 1.1846 2.7534  0.187
C54 -2.4110 3.2606 -4.9945  -0.889
C55 3.8963 -5.5376 0.1475  0.240
C56 -1.6500 4.3740 0.9224  1.364
C57 -1.8922 5.1258 -1.5223  -1.239
H1 2.6406 4.2803 2.5911  0.039
H2 5.4513 -2.2150 -0.5072  -0.132
H3 4.4659 4.2029 4.1192  0.455
H4 -5.5259 0.5821 4.0153  0.340
H5 3.0560 3.4917 -2.2958  -0.107
H6 -0.6009 4.5461 0.6851  -0.462
H7 6.2567 -1.1516 1.9574  0.376
H8 -2.7415 -5.6446 0.5176  0.328
H9 6.6275 -1.9750 3.4578  0.477
H10 1.0021 5.7092 -2.2930  0.520
H11 -1.4544 -4.8435 3.1397  -0.085
H12 5.1391 2.6826 3.3671  0.388
H13 7.7456 -2.7852 -1.0830  0.196
H14 8.4893 -2.0373 -2.4907  0.346
H15 0.2643 3.2361 -3.3370  -1.018
H16 -1.8635 3.3282 1.1368  -0.594
H17 2.2681 5.4872 -1.1488  0.309
H18 0.8764 4.3316 -1.1668  -0.089
H19 5.8841 -0.5123 -0.9054  0.536
H20 -2.4543 -3.6427 4.6604  0.270
H21 2.8518 -3.7068 0.0149  -0.396
H22 3.6268 2.6473 4.2573  0.130
H23 -5.4412 2.5053 5.5022  0.244
H24 1.8378 0.0477 -5.4401  0.192
H25 3.4937 -5.7980 1.1336  0.231
H26 -0.1078 -5.8101 0.6517  0.402
H27 -2.2719 -3.0189 -1.1283  -1.481
H28 -4.5562 -1.4715 -2.1655  -0.594
H29 4.2313 -2.8360 3.5649  0.298
H30 -3.5524 -5.4685 2.0517  0.406
H31 -3.2071 -2.1955 6.6724  0.345
H32 -4.0021 0.2721 2.1740  0.062
H33 -4.2820 3.3197 -2.1467  -0.107
H34 -4.0117 -1.5784 -0.4688  -0.599
H35 3.5866 -4.2306 -1.5100  0.264
H36 -1.1566 0.8673 -4.8610  -0.354
H37 -1.1097 5.8792 -1.4235  0.333
H38 -2.6347 5.4980 -2.2333  0.428
H39 -3.9549 2.9789 4.6631  -0.624
H40 -1.9175 -1.4023 3.7386  -0.183
H41 1.4727 1.8922 5.4859  0.209
H42 6.3278 -1.1835 -3.2734  0.392
H43 -3.0110 1.0997 3.4109  0.204
H44 -1.9728 -3.6427 -3.5716  0.388
H45 -2.3870 -6.8033 1.8733  0.400
H46 -3.6435 2.0455 2.1193  -0.507
H47 -1.4371 4.1733 -1.8107  -0.099
H48 1.1141 -2.8423 -5.5939  0.482
H49 2.1030 -5.0052 -0.9034  0.416
H50 4.0454 5.1329 0.8905  0.299
H51 -4.4895 0.5952 -0.5311  -1.037
H52 -0.0123 -1.4392 -5.5355  -0.143
H53 4.0204 -7.7391 -0.0924  0.316
H54 -2.4187 -3.7196 7.1773  0.412
H55 -5.3053 1.2568 -2.6768  -0.266
H56 5.2167 3.7939 1.0175  0.312
H57 -3.2818 3.8656 -4.7404  0.425
H58 4.4212 -1.2669 -1.5201  -0.326
H59 3.6121 -2.4095 -5.1670  0.358
H60 -2.1463 -1.8880 -3.3248  -0.026
H61 -1.2103 0.8747 -6.6395  0.471
H62 -1.1854 5.0917 4.6410  0.438
H63 -5.3798 1.9270 0.2810  -0.425
H64 0.6510 -5.3197 2.2481  0.402
H65 4.1391 -6.8072 -1.6498  0.294
H66 3.8437 -0.7803 4.6974  0.356
H67 1.5658 2.0771 -3.5745  -0.737
H68 -3.4201 4.2323 -0.2948  -1.172
H69 -0.2348 1.8645 5.9972  0.425
H70 1.0619 3.9914 4.3998  0.119
H71 -3.5618 -2.8366 -3.8751  0.410
H72 -3.2602 2.1990 -6.6561  0.308
H73 6.1825 -2.9834 2.0518  0.153
H74 4.8455 0.1555 3.6064  0.175
H75 -1.9058 3.5418 4.9207  0.253
H76 3.1909 -1.8093 -6.7996  0.404
H77 -0.8104 4.2160 6.1339  0.469
H78 -1.7298 3.7949 -5.6613  0.459
H79 -5.6287 3.9179 -1.1504  0.379
H80 4.1375 -0.7872 -5.7110  0.388
H81 -1.4794 -2.2184 7.1737  0.417
H82 -1.8870 3.0283 -4.0577  -0.267
H83 -1.1468 -0.9560 5.3378  0.197
H84 -5.8410 3.7579 -2.8830  0.492